(1)
14
Properties=species:S:1:pos:R:3:mulliken_charge:R:1 method="wB97M-V/def2-TZVPD" fmax_ha_per_bohr=0.048 smiles="CC(=O)O.O.O" gap_ev=11.5565 e_above_lowest_kj_mol=46.8 multiplicity=1 molar_mass_g_mol=96.08
O 0.524 -0.293 0.281 -0.7419
C -0.119 0.555 -0.339 0.9253
O 0.337 1.059 -1.468 -0.4462
C -1.402 1.112 0.115 -1.1343
H 1.030 0.512 -1.847 0.4613
H -1.537 0.946 1.182 0.3389
H -2.365 0.800 -0.291 0.3044
H -1.431 2.202 0.071 0.3113
H 1.710 -1.158 -0.923 0.3552
H 2.792 -1.769 -1.719 0.3233
O 2.253 -0.978 -1.724 -0.6983
H -0.021 -0.500 2.264 0.3422
H -0.968 -1.509 1.816 0.3041
O -0.802 -0.980 2.581 -0.6452



(2)
14
Properties=species:S:1:pos:R:3:mulliken_charge:R:1 method="wB97M-V/def2-TZVPD" fmax_ha_per_bohr=0.043 gap_ev=10.1971 e_above_lowest_kj_mol=168.4 multiplicity=1 molar_mass_g_mol=114.11
C 1.214 0.853 -0.042 -0.1049
C -0.321 1.083 -0.096 0.1988
C -2.469 -0.028 0.122 0.1538
H 3.595 -0.043 0.299 0.2502
H 2.927 -1.655 0.277 0.2442
H 1.908 1.677 0.025 0.4297
H -0.558 -0.969 -0.184 0.3021
H -2.896 0.940 0.443 0.3509
H -2.717 -1.838 -0.436 0.2147
N 2.877 -0.708 -0.073 -0.5876
N 1.537 -0.361 -0.087 -0.0243
N -1.063 -0.093 -0.065 -0.2249
N -3.233 -1.032 -0.080 -0.6507
O -0.801 2.174 -0.104 -0.5520



(3)
7
Properties=species:S:1:pos:R:3:mulliken_charge:R:1 method="wB97M-V/def2-TZVPD" fmax_ha_per_bohr=0.091 gap_ev=9.1852 e_above_lowest_kj_mol=408.4 multiplicity=1 molar_mass_g_mol=135.95
C 0.827 -0.249 0.118 0.4025
N 0.085 0.115 1.296 -0.5533
N -0.210 0.078 -0.680 -0.2351
N -0.979 0.291 0.399 0.0414
Br 2.473 -1.190 0.093 -0.0957
H -0.373 0.130 -1.673 0.2182
H -1.823 0.824 0.446 0.2220



(4)
12
Properties=species:S:1:pos:R:3:mulliken_charge:R:1 method="wB97M-V/def2-TZVPD" fmax_ha_per_bohr=0.014 smiles="C#CCCC=O" gap_ev=10.7542 e_above_lowest_kj_mol=176.4 multiplicity=1 molar_mass_g_mol=82.10
O -2.474 0.226 -0.866 -0.4752
C -2.064 -0.156 0.205 0.0504
C -0.605 -0.134 0.612 -0.5757
C 0.287 -0.127 -0.629 -0.6684
C 1.680 0.214 -0.347 -0.4883
C 2.821 0.513 -0.107 0.1901
H -2.750 -0.553 0.980 0.3309
H -0.384 -0.986 1.267 0.3276
H -0.437 0.761 1.232 0.3188
H 0.230 -1.115 -1.100 0.2827
H -0.140 0.581 -1.345 0.3000
H 3.835 0.775 0.098 0.4070